<w>
Formula: C7H9N
Source: OMol25
Level of theory: the ωB97M-V functional and the def2-TZVPD basis

The value obtained for the highest occupied orbital energy is -9.5 eV. The value obtained for the HOMO-LUMO gap is 10.24 eV. Its total charge is 0.

Element x y z (Å)
C1 1.93 0.30 1.27
C2 1.35 1.47 0.83
C3 0.99 1.72 -0.50
N1 1.39 0.94 -1.52
C4 1.92 -0.21 -1.05
C5 2.02 -0.68 0.21
H1 2.03 -0.13 2.31
H2 0.86 2.05 1.61
H3 0.48 2.56 -0.71
H4 2.23 -0.88 -1.79
H5 2.15 -1.78 0.27
C6 -2.79 -1.41 -0.52
C7 -3.12 -0.32 0.13
H6 -2.76 -1.63 -1.55
H7 -2.51 -2.23 0.12
H8 -3.32 0.54 -0.44
H9 -2.85 -0.31 1.34

---

<x>
Formula: C7H9N
Source: OMol25
Level of theory: the ωB97M-V functional and the def2-TZVPD basis

The value obtained for the highest occupied orbital energy is -6.5 eV. The value obtained for the HOMO-LUMO gap is 5.48 eV. Its total charge is 0.

Element x y z (Å)
C1 -0.30 -0.24 1.42
C2 -1.36 -1.25 1.71
N1 -1.59 -1.41 0.17
C3 -0.76 -0.39 -0.24
C4 0.60 -0.17 0.29
C5 1.59 -0.11 -0.60
C6 2.93 0.45 -0.55
C7 -1.30 1.07 -0.68
H1 -0.36 0.70 1.93
H2 -2.34 -1.25 2.09
H3 -1.49 -2.38 -0.37
H4 1.34 -0.28 -1.62
H5 3.73 0.40 -1.32
H6 3.40 0.90 0.22
H7 -1.70 1.53 0.10
H8 -0.41 1.46 -1.02
H9 -1.97 0.98 -1.52

---

Which of them is most stable? Easy: <w>.